The following is a quantum chemistry calculation of C15H12N2O2PdS5Sb2Se5 as an isolated structure, from OMol25.

Last column: Löwdin spin population.
Atoms and positions in Å:
Pd (-1.706, -0.043, 2.578)  0.152
O (-0.296, -2.522, -1.752)  0.009
C (-0.407, -2.265, -0.544)  0.004
O (-1.276, -1.479, -0.055)  0.022
C (0.584, -2.740, 0.459)  0.009
C (1.802, -3.206, -0.053)  0.007
C (2.845, -3.556, 0.776)  -0.001
C (2.683, -3.444, 2.158)  0.002
C (1.484, -3.011, 2.688)  -0.001
C (0.400, -2.658, 1.865)  0.004
S (-1.121, -2.308, 2.722)  0.071
H (1.895, -3.265, -1.130)  0.000
H (3.782, -3.901, 0.355)  0.000
H (3.495, -3.697, 2.830)  0.000
H (1.356, -2.939, 3.762)  -0.001
S (-2.825, 1.243, 0.263)  0.598
Sb (-2.992, -0.762, -1.022)  0.124
S (-3.086, 1.681, 3.502)  0.135
S (0.510, 0.722, 2.354)  0.536
S (-4.572, -2.137, -0.139)  0.089
C (-0.150, 3.414, -0.362)  0.010
N (0.082, 2.342, -1.300)  0.104
C (0.151, 1.013, -0.936)  0.386
Se (1.578, 0.603, 0.551)  0.584
N (0.323, 0.321, -2.114)  0.088
C (0.301, 1.184, -3.192)  0.002
C (0.362, 0.962, -4.555)  0.024
C (0.298, 2.076, -5.391)  0.016
C (0.176, 3.362, -4.873)  0.019
C (0.108, 3.584, -3.498)  0.023
C (0.166, 2.478, -2.669)  0.003
H (-0.499, 2.982, 0.573)  0.001
H (-0.935, 4.070, -0.742)  0.002
H (0.760, 3.992, -0.188)  0.002
H (0.200, -0.691, -2.183)  0.004
H (0.444, -0.041, -4.953)  0.001
H (0.338, 1.935, -6.464)  0.001
H (0.127, 4.206, -5.549)  0.001
H (0.002, 4.582, -3.094)  0.002
Se (-2.915, -1.074, 5.937)  0.075
Sb (-0.334, -0.343, 5.791)  0.252
Se (0.795, -2.146, 6.931)  0.242
Se (-0.245, 1.837, 6.839)  0.358
Se (-3.685, -0.361, 3.826)  0.040

Calculated values
Gap between HOMO and LUMO (spin up / spin down) (eV): 5.72 / 4.83
LUMO level (spin up / spin down) (eV): 3.865 / 2.432
Electronic energy (Ha): -15445.45442
HOMO level (spin up / spin down) (eV): -1.851 / -2.394
Net charge: -2
Multiplicity: 5
ΔE to the lowest compared entry with this formula, charge and spin (kJ/mol): 0.00


The following is a quantum chemistry calculation of C15H12N2O3SbSe4Zr as an isolated structure, from OMol25.

Last column: Mulliken charge in e.
Atoms and positions in Å:
Zr (0.516, 2.042, 2.386)  0.860
C (4.743, 1.445, 1.848)  -0.924
O (3.409, 1.962, 1.800)  -0.231
C (2.964, 2.420, 0.588)  0.678
C (3.398, 1.986, -0.642)  -0.527
C (2.602, 2.248, -1.753)  -0.691
C (1.359, 2.855, -1.627)  -0.673
C (0.912, 3.305, -0.389)  0.993
C (-0.525, 3.242, -0.094)  -0.527
N (-0.932, 2.986, 1.112)  -0.152
N (-2.151, 2.284, 1.248)  -0.475
C (-2.148, 1.462, 2.262)  0.611
O (-1.156, 1.388, 3.173)  -0.704
C (-3.274, 0.497, 2.361)  0.519
C (-4.435, 0.655, 1.603)  -0.271
C (-5.443, -0.292, 1.683)  -0.553
C (-5.299, -1.403, 2.507)  -0.355
C (-4.143, -1.563, 3.255)  -0.618
C (-3.134, -0.611, 3.187)  -0.449
C (1.822, 3.227, 0.693)  0.196
O (1.479, 3.671, 1.939)  -0.803
H (5.007, 1.365, 2.897)  0.237
H (5.431, 2.128, 1.349)  0.373
H (4.787, 0.464, 1.374)  0.320
H (4.246, 1.331, -0.748)  0.430
H (2.882, 1.817, -2.702)  0.361
H (0.675, 2.834, -2.465)  0.407
H (-1.231, 3.114, -0.908)  0.414
H (-4.522, 1.512, 0.949)  0.413
H (-6.340, -0.170, 1.086)  0.375
H (-6.082, -2.151, 2.554)  0.365
H (-4.018, -2.438, 3.882)  0.380
H (-2.221, -0.737, 3.749)  0.344
Se (3.537, -1.701, -1.026)  -0.656
Sb (1.106, -1.468, -1.056)  0.670
Se (0.620, 0.302, 0.854)  -0.047
Se (0.258, -0.434, -3.088)  -0.663
Se (-0.101, -3.402, -0.267)  -0.626

Calculated values
Gap between HOMO and LUMO (eV): 4.69
LUMO level (eV): 0.894
Electronic energy (Ha): -10807.16628
HOMO level (eV): -3.800
Net charge: -1


The following is a quantum chemistry calculation of C15H12N3O8RuS8Sb as an isolated structure, from OMol25.

Last column: Löwdin spin population.
Atoms and positions in Å:
Ru (-0.820, -1.385, -1.286)  2.649
O (2.018, -2.054, 0.949)  0.002
S (1.363, -0.767, 1.688)  0.004
O (1.893, -0.771, 3.034)  0.001
O (-0.199, -1.428, 1.805)  0.009
C (-0.474, -2.462, 2.658)  0.001
C (-0.327, -2.300, 4.033)  0.000
C (-0.645, -3.337, 4.894)  0.000
C (-1.128, -4.545, 4.410)  0.000
C (-1.299, -4.699, 3.044)  0.000
C (-0.978, -3.669, 2.171)  0.001
S (-1.259, -4.004, 0.436)  0.009
O (-0.113, -3.453, -0.309)  0.033
O (-2.431, -2.883, 0.292)  0.014
O (-2.525, -2.741, -1.157)  0.143
H (0.041, -1.356, 4.404)  0.000
H (-0.516, -3.193, 5.960)  0.000
H (-1.376, -5.353, 5.087)  0.000
H (-1.686, -5.625, 2.634)  0.000
S (2.559, 0.515, -3.226)  0.020
Sb (1.672, -1.398, -2.389)  0.040
S (-1.196, -0.749, -3.255)  0.891
S (3.111, -1.544, -0.284)  -0.001
S (2.004, -3.372, -3.459)  0.028
N (2.976, 4.108, -4.556)  0.000
C (2.312, 3.892, -3.331)  0.000
C (3.009, 3.950, -2.129)  0.000
C (2.374, 3.645, -0.937)  0.000
C (1.033, 3.310, -0.942)  0.000
C (0.316, 3.297, -2.130)  0.001
C (0.949, 3.601, -3.317)  0.000
S (0.245, 2.758, 0.542)  0.002
O (1.300, 2.464, 1.482)  0.000
O (-0.733, 3.754, 0.953)  0.004
N (-0.454, 1.423, 0.028)  0.028
C (-1.758, 1.200, 0.096)  0.013
S (-3.024, 2.241, 0.737)  0.005
C (-4.206, 1.027, 0.332)  0.005
C (-3.609, -0.041, -0.225)  0.009
N (-2.246, 0.055, -0.359)  0.085
H (3.943, 3.819, -4.500)  0.000
H (2.533, 3.587, -5.300)  0.000
H (4.074, 4.156, -2.139)  0.000
H (2.925, 3.599, -0.007)  0.000
H (-0.719, 2.980, -2.131)  0.001
H (0.409, 3.523, -4.253)  0.000
H (-5.255, 1.175, 0.529)  0.001
H (-4.081, -0.946, -0.579)  0.000

Calculated values
Gap between HOMO and LUMO (spin up / spin down) (eV): 6.09 / 6.20
LUMO level (spin up / spin down) (eV): 4.091 / 4.084
Electronic energy (Ha): -4865.58017
HOMO level (spin up / spin down) (eV): -1.995 / -2.119
Net charge: -2
Multiplicity: 5
ΔE to the lowest compared entry with this formula, charge and spin (kJ/mol): 659.40


The following is a quantum chemistry calculation of one molecule with the formula C15H12N4O2, from OMol25.

Last column: Mulliken charge in e.
Atoms and positions in Å:
O (-1.979, -1.543, -0.001)  -0.649
C (-1.727, -0.361, 0.001)  0.668
N (-2.667, 0.640, 0.003)  -0.107
C (-4.063, 0.525, 0.001)  0.714
C (-4.727, -0.697, -0.001)  -0.400
C (-6.110, -0.725, -0.002)  -0.602
C (-6.844, 0.449, -0.002)  -0.505
C (-6.184, 1.666, 0.000)  -0.512
C (-4.803, 1.706, 0.001)  -0.580
H (-4.292, 2.660, 0.003)  0.299
H (-6.744, 2.589, 0.000)  0.367
H (-7.923, 0.417, -0.003)  0.376
H (-6.617, -1.678, -0.004)  0.356
H (-4.160, -1.611, -0.001)  0.441
H (-2.338, 1.596, 0.004)  0.127
N (-0.445, 0.156, 0.001)  -0.069
C (0.766, -0.533, 0.000)  0.691
C (1.934, 0.223, 0.000)  -0.538
C (3.175, -0.404, 0.000)  0.145
C (3.260, -1.795, 0.001)  -0.735
C (2.095, -2.539, 0.001)  -0.792
C (0.855, -1.925, 0.001)  -0.461
H (-0.048, -2.513, 0.001)  0.500
H (2.148, -3.617, 0.001)  0.376
H (4.226, -2.276, 0.001)  0.464
C (4.364, 0.416, 0.000)  0.413
N (4.416, 1.717, 0.000)  -0.218
N (5.715, 2.063, -0.001)  -0.577
C (6.392, 0.968, -0.001)  0.060
O (5.609, -0.122, -0.001)  -0.308
H (7.457, 0.865, -0.001)  0.428
H (1.904, 1.302, 0.000)  0.471
H (-0.339, 1.161, 0.001)  0.158

Calculated values
SMILES: O=C(Nc1ccccc1)Nc1cccc(-c2nnco2)c1
Gap between HOMO and LUMO (eV): 8.72
LUMO level (eV): 0.344
Electronic energy (Ha): -948.33405
HOMO level (eV): -8.373
ΔE to the lowest compared entry with this formula, charge and spin (kJ/mol): 0.00


The following is a quantum chemistry calculation of C15H12N8NiO9 as an isolated structure, from OMol25.

Last column: Löwdin spin population.
Atoms and positions in Å:
Ni (-0.107, 0.466, -0.067)  1.727
C (3.424, 0.710, 2.363)  0.004
C (2.010, 0.944, 1.897)  0.004
O (1.548, 0.118, 1.090)  0.054
C (1.303, 2.093, 2.393)  0.002
C (1.978, 3.131, 3.063)  0.000
C (1.328, 4.256, 3.494)  0.000
C (-0.053, 4.370, 3.294)  0.000
C (-0.746, 3.392, 2.639)  0.004
C (-0.106, 2.229, 2.125)  0.006
O (-0.807, 1.363, 1.502)  0.058
H (3.719, -0.303, 2.103)  0.000
H (3.521, 0.864, 3.433)  0.000
H (4.070, 1.412, 1.836)  0.000
H (3.044, 3.056, 3.204)  0.000
H (1.875, 5.052, 3.975)  0.000
H (-0.574, 5.250, 3.643)  0.000
H (-1.810, 3.471, 2.475)  0.000
O (4.107, 1.254, -6.597)  0.000
N (4.058, 1.769, -5.500)  0.000
O (4.802, 2.643, -5.108)  0.000
C (3.043, 1.312, -4.597)  0.001
C (2.975, 1.841, -3.316)  0.000
C (1.961, 1.453, -2.465)  0.001
C (1.004, 0.419, -2.807)  0.004
O (0.115, 0.006, -2.026)  0.035
C (1.165, -0.114, -4.136)  0.002
C (2.124, 0.349, -5.008)  0.001
N (0.286, -1.160, -4.586)  0.000
O (-0.283, -1.835, -3.754)  0.000
O (0.182, -1.320, -5.785)  0.001
N (1.875, 2.073, -1.208)  0.010
O (0.750, 2.145, -0.652)  -0.009
O (2.879, 2.546, -0.686)  0.053
H (3.693, 2.583, -2.997)  0.000
H (2.178, -0.047, -6.014)  0.000
N (-2.565, -3.334, 2.452)  0.000
N (-2.008, -2.720, 1.387)  0.001
N (-2.125, -3.160, 0.160)  0.002
C (-1.501, -2.229, -0.543)  0.003
N (-1.036, -1.269, 0.267)  0.036
N (-1.360, -1.600, 1.487)  0.000
H (-2.596, -4.341, 2.353)  0.000
H (-2.155, -3.005, 3.318)  0.000
H (-1.364, -2.248, -1.607)  0.000

Calculated values
Gap between HOMO and LUMO (spin up / spin down) (eV): 6.32 / 6.22
LUMO level (spin up / spin down) (eV): -1.634 / -1.724
Electronic energy (Ha): -3202.04228
HOMO level (spin up / spin down) (eV): -7.958 / -7.940
Multiplicity: 3
ΔE to the lowest compared entry with this formula, charge and spin (kJ/mol): 26.90


The following is a quantum chemistry calculation of one molecule with the formula C15H12O4, from OMol25.

Last column: Mulliken charge in e.
Atoms and positions in Å:
O (2.156, -5.352, 2.180)  -0.554
O (-1.411, 5.527, -1.588)  -0.556
O (-2.864, 3.687, -0.359)  -0.718
O (-2.051, 1.002, 0.040)  -0.461
C (-1.459, -0.121, 0.573)  -0.585
C (-0.262, -0.648, 0.146)  0.328
C (0.686, -3.448, 2.577)  -0.744
C (1.744, -3.860, 0.475)  -0.524
C (0.243, 3.828, -2.146)  -0.681
C (0.160, -2.260, 2.083)  -0.592
C (1.086, -2.732, -0.034)  -0.290
C (0.714, 2.537, -1.879)  -0.821
C (1.503, -4.245, 1.754)  0.964
C (-0.929, 4.252, -1.529)  -0.067
C (-1.680, 3.266, -0.812)  0.963
C (-1.268, 1.915, -0.628)  0.385
C (0.310, -1.879, 0.755)  -0.014
C (-0.001, 1.556, -1.156)  0.471
C (0.500, 0.118, -1.005)  -0.540
H (2.232, -5.305, 3.179)  0.322
H (-2.066, 5.591, -0.903)  0.321
H (-3.344, 2.845, -0.104)  0.376
H (-2.100, -0.621, 1.348)  0.326
H (0.322, -3.773, 3.534)  0.353
H (2.454, -4.499, -0.171)  0.276
H (0.798, 4.403, -2.948)  0.299
H (-0.343, -1.565, 2.701)  0.486
H (1.123, -2.337, -1.051)  0.285
H (1.703, 2.212, -2.415)  0.218
H (1.499, 0.299, -0.620)  0.430
H (0.546, -0.393, -1.999)  0.343

Calculated values
SMILES: Oc1ccc(C2=COc3c(ccc(O)c3O)C2)cc1
Gap between HOMO and LUMO (eV): 8.56
LUMO level (eV): 0.596
Electronic energy (Ha): -879.70307
HOMO level (eV): -7.966
ΔE to the lowest compared entry with this formula, charge and spin (kJ/mol): 33.92


The following is a quantum chemistry calculation of C15H13BBrCuN7O2 as an isolated structure, from OMol25.

Last column: Mulliken charge in e.
Atoms and positions in Å:
Cu (0.487, 0.900, -0.336)  -0.371
C (-0.650, -1.699, 2.995)  -1.161
C (0.348, -1.065, 2.248)  -0.107
N (-0.198, -0.385, 1.260)  -0.304
N (-1.513, -0.538, 1.333)  0.400
C (-1.824, -1.332, 2.370)  -0.153
B (-2.446, 0.184, 0.357)  0.134
N (-2.260, 1.698, 0.518)  0.425
C (-3.174, 2.635, 0.819)  -0.145
C (-2.556, 3.868, 0.776)  -1.036
C (-1.232, 3.575, 0.435)  -0.204
N (-1.085, 2.274, 0.285)  -0.390
N (-2.038, -0.177, -1.080)  0.529
C (-2.742, -0.913, -1.951)  -0.260
C (-2.075, -0.918, -3.158)  -0.921
C (-0.943, -0.136, -2.921)  -0.232
N (-0.942, 0.295, -1.670)  -0.349
H (-0.528, -2.323, 3.859)  0.383
H (1.411, -1.073, 2.391)  0.472
H (-2.841, -1.586, 2.594)  0.447
H (-3.577, -0.126, 0.558)  -0.167
H (-4.189, 2.372, 1.047)  0.436
H (-2.994, 4.830, 0.958)  0.378
H (-0.399, 4.234, 0.297)  0.526
H (-3.660, -1.384, -1.660)  0.436
H (-2.356, -1.421, -4.062)  0.372
H (-0.144, 0.117, -3.593)  0.437
Br (0.764, -2.757, -1.797)  -0.150
C (2.312, -1.837, -1.154)  -0.014
C (3.550, -2.381, -1.434)  -0.589
C (4.647, -1.817, -0.793)  -0.253
C (4.430, -0.751, 0.066)  -0.706
C (3.155, -0.213, 0.181)  0.455
N (2.096, -0.772, -0.415)  0.287
C (2.927, 1.129, 0.896)  0.484
O (3.672, 1.401, 1.834)  -0.765
O (2.049, 1.854, 0.358)  -0.597
H (3.651, -3.229, -2.094)  0.406
H (5.636, -2.222, -0.955)  0.386
H (5.230, -0.310, 0.637)  0.480

Calculated values
Gap between HOMO and LUMO (eV): 6.11
LUMO level (eV): 2.755
Electronic energy (Ha): -5352.72007
HOMO level (eV): -3.354
Net charge: -1
ΔE to the lowest compared entry with this formula, charge and spin (kJ/mol): 35.95


The following is a quantum chemistry calculation of one molecule with the formula C15H13BN2O2S, from OMol25.

Last column: Mulliken charge in e.
Atoms and positions in Å:
C (3.850, -2.148, -0.019)  -0.897
C (2.355, -1.618, -0.230)  -0.425
B (2.319, -0.256, -1.114)  0.372
O (3.048, -0.200, -2.328)  -0.649
C (1.398, 0.971, -0.562)  0.123
C (1.930, 2.133, 0.190)  -0.137
N (3.370, 2.205, 0.477)  -0.629
C (3.616, 1.593, 1.538)  0.703
O (3.742, 1.086, 2.575)  -0.402
C (0.956, 3.164, 0.629)  -0.467
C (-0.509, 3.069, 0.358)  -0.696
C (-1.062, 1.882, -0.369)  0.455
C (-0.051, 0.867, -0.819)  0.481
S (-0.767, -0.577, -1.708)  -0.270
C (-2.297, -0.852, -0.723)  0.498
C (-2.773, -2.206, -0.396)  -0.469
C (-3.993, -2.385, 0.430)  -0.419
C (-4.699, -1.165, 0.888)  -0.522
C (-4.199, 0.192, 0.567)  -0.542
C (-2.975, 0.408, -0.271)  0.373
N (-2.493, 1.741, -0.611)  -0.276
H (4.210, -2.666, -0.955)  0.260
H (4.502, -1.232, 0.125)  0.220
H (3.899, -2.843, 0.868)  0.311
H (1.923, -1.426, 0.803)  0.275
H (1.677, -2.413, -0.683)  0.316
H (2.714, -0.950, -2.868)  0.329
H (1.344, 4.048, 1.202)  0.359
H (-1.168, 3.911, 0.714)  0.238
H (-2.162, -3.062, -0.804)  0.289
H (-4.306, -3.433, 0.666)  0.335
H (-5.631, -1.321, 1.500)  0.305
H (-4.747, 1.090, 0.950)  0.228
H (-3.020, 2.391, -0.021)  0.330

Calculated values
SMILES: CCB(O)c1c(N=C=O)ccc2c1Sc1ccccc1N2
Gap between HOMO and LUMO (eV): 8.47
LUMO level (eV): 0.472
Electronic energy (Ha): -1262.36573
HOMO level (eV): -7.994